C10H40N20O14S | ωB97M-V/def2-TZVPD

**Largest force on an atom**: 3.1 eV Å⁻¹
**E_tot**: -2952.3586 Ha
**HOMO level**: -5.15 eV
**Gap between HOMO and LUMO**: 0.3337 Eh

```
! RIJCOSX wB97M-V def2-TZVPD def2/J DEFGRID3
* xyz -2 1
S 0.071 -0.214 -0.109
O 1.245 -0.389 -0.982
O -1.060 0.431 -0.803
O -0.356 -1.580 0.301
O 0.492 0.494 1.091
C 2.791 -2.969 1.769
O 3.545 -3.570 2.535
N 1.439 -3.085 1.760
N 3.214 -2.097 0.823
H 1.235 -3.603 2.606
H 0.766 -2.595 1.142
H 4.204 -2.049 0.657
H 2.585 -1.620 0.207
C -2.889 -2.413 2.715
O -3.691 -2.878 3.521
N -2.717 -1.082 2.509
N -1.918 -3.111 2.047
H -2.042 -0.809 1.819
H -3.210 -0.373 3.022
H -2.083 -4.100 1.938
H -1.306 -2.704 1.339
C 2.305 4.987 0.114
O 1.778 6.039 -0.258
N 3.662 4.905 0.015
N 1.758 3.812 0.506
H 4.073 5.570 -0.614
H 4.138 4.039 0.200
H 0.804 3.507 0.403
H 2.332 3.107 0.946
C -2.476 3.418 1.402
O -2.547 4.414 2.120
N -2.949 3.385 0.134
N -2.082 2.214 1.901
H -3.133 4.320 -0.192
H -2.865 2.601 -0.486
H -1.536 2.250 2.744
H -1.908 1.514 1.193
C 4.344 1.477 -0.006
O 5.489 1.921 -0.172
N 3.623 0.921 -1.008
N 3.701 1.605 1.171
H 4.218 0.705 -1.790
H 2.684 0.490 -0.866
H 4.083 2.066 1.978
H 2.757 1.256 1.285
C -4.273 -1.276 -0.918
O -4.693 -0.139 -1.155
N -5.097 -2.325 -0.734
N -2.975 -1.530 -0.645
H -6.076 -2.098 -0.729
H -4.737 -3.234 -0.522
H -2.693 -2.484 -0.569
H -2.421 -0.706 -0.436
C -2.014 2.880 -3.144
O -2.553 3.662 -3.926
N -0.732 3.005 -2.705
N -2.657 1.790 -2.660
H -0.157 3.802 -2.902
H -0.362 2.136 -2.373
H -2.297 1.168 -1.927
H -3.579 1.720 -3.053
C 0.265 -4.074 -2.235
O 0.431 -5.152 -2.838
N -0.815 -3.741 -1.512
N 1.392 -3.324 -2.079
H -1.597 -4.357 -1.651
H -0.713 -3.074 -0.742
H 1.332 -2.333 -1.889
H 2.021 -3.599 -2.817
C 0.266 -0.162 -4.461
O -0.015 -0.090 -5.663
N 1.421 0.251 -3.928
N -0.612 -0.583 -3.490
H 1.642 0.027 -2.972
H 2.135 0.365 -4.631
H -1.388 -1.152 -3.783
H -0.602 -0.327 -2.506
C 1.432 -0.402 4.809
O 1.889 0.167 5.800
N 2.133 -0.778 3.732
N 0.137 -0.844 4.754
H 1.669 -1.042 2.880
H 3.050 -0.408 3.545
H -0.227 -1.299 3.936
H -0.493 -0.652 5.510
*
```

Listed below, in e, are the Löwdin charges computed for each atom: atom 1 (S): 0.30, atom 2 (O): -0.41, atom 3 (O): -0.40, atom 4 (O): -0.44, atom 5 (O): -0.33, atom 6 (C): -0.73, atom 7 (O): -0.01, atom 8 (N): 0.15, atom 9 (N): 0.18, atom 10 (H): 0.11, atom 11 (H): 0.05, atom 12 (H): 0.10, atom 13 (H): 0.05, atom 14 (C): -0.69, atom 15 (O): 0.00, atom 16 (N): 0.17, atom 17 (N): 0.15, atom 18 (H): 0.05, atom 19 (H): 0.11, atom 20 (H): 0.10, atom 21 (H): 0.03, atom 22 (C): -0.67, atom 23 (O): -0.01, atom 24 (N): 0.14, atom 25 (N): 0.18, atom 26 (H): 0.10, atom 27 (H): 0.06, atom 28 (H): 0.10, atom 29 (H): 0.05, atom 30 (C): -0.70, atom 31 (O): -0.01, atom 32 (N): 0.18, atom 33 (N): 0.16, atom 34 (H): 0.11, atom 35 (H): 0.06, atom 36 (H): 0.10, atom 37 (H): 0.05, atom 38 (C): -0.71, atom 39 (O): -0.02, atom 40 (N): 0.17, atom 41 (N): 0.14, atom 42 (H): 0.10, atom 43 (H): 0.04, atom 44 (H): 0.12, atom 45 (H): 0.07, atom 46 (C): -0.68, atom 47 (O): 0.00, atom 48 (N): 0.15, atom 49 (N): 0.17, atom 50 (H): 0.10, atom 51 (H): 0.09, atom 52 (H): 0.06, atom 53 (H): 0.05, atom 54 (C): -0.70, atom 55 (O): -0.01, atom 56 (N): 0.18, atom 57 (N): 0.15, atom 58 (H): 0.11, atom 59 (H): 0.06, atom 60 (H): 0.04, atom 61 (H): 0.10, atom 62 (C): -0.68, atom 63 (O): -0.03, atom 64 (N): 0.17, atom 65 (N): 0.17, atom 66 (H): 0.10, atom 67 (H): 0.05, atom 68 (H): 0.05, atom 69 (H): 0.10, atom 70 (C): -0.68, atom 71 (O): -0.01, atom 72 (N): 0.16, atom 73 (N): 0.16, atom 74 (H): 0.05, atom 75 (H): 0.11, atom 76 (H): 0.10, atom 77 (H): 0.03, atom 78 (C): -0.69, atom 79 (O): -0.01, atom 80 (N): 0.17, atom 81 (N): 0.16, atom 82 (H): 0.05, atom 83 (H): 0.10, atom 84 (H): 0.07, atom 85 (H): 0.10

C23H47AsBrGeNO2PtSbSe | ωB97M-V/def2-TZVPD

**Largest force on an atom**: 2.9 eV Å⁻¹
**E_tot**: -10757.2881 Ha
**HOMO level (spin up / spin down)**: -10.15 / -10.15 eV
**Gap between HOMO and LUMO (spin up / spin down)**: 0.2324 / 0.2325 Eh

```
! RIJCOSX wB97M-V def2-TZVPD def2/J DEFGRID3
* xyz 1 1
Pt -0.179 -0.872 0.566
Br 3.268 -2.166 1.248
C 3.183 -0.357 0.689
C 4.336 0.326 0.350
C 4.215 1.671 0.028
C 2.970 2.275 0.095
C 1.878 1.492 0.430
N 1.982 0.195 0.698
C 0.495 2.106 0.589
O 0.401 3.311 0.458
O -0.459 1.293 0.912
H 5.288 -0.184 0.346
H 5.087 2.244 -0.258
H 2.811 3.326 -0.098
C 2.920 -0.125 5.952
Ge 1.001 0.299 5.962
C 0.585 1.960 6.929
C -0.041 -1.214 6.670
C 0.523 0.554 4.007
Se -0.206 -1.033 3.178
C -2.071 -0.572 3.416
H 3.221 -0.559 6.905
H 3.512 0.774 5.781
H 3.142 -0.845 5.162
H 0.862 1.845 7.978
H -0.481 2.180 6.881
H 1.137 2.805 6.521
H 0.403 -1.561 7.603
H -0.044 -2.039 5.960
H -1.071 -0.920 6.875
H 1.436 0.816 3.472
H -0.201 1.353 3.857
H -2.234 -0.298 4.456
H -2.670 -1.443 3.160
H -2.307 0.264 2.759
C -5.004 -0.992 0.990
C -4.443 0.332 0.481
Sb -2.601 0.108 -0.645
C -3.349 -1.133 -2.288
C -4.779 -0.815 -2.711
C -2.688 1.993 -1.704
C -2.876 3.213 -0.812
H -5.966 -0.831 1.479
H -4.338 -1.462 1.714
H -5.164 -1.694 0.170
H -4.260 1.028 1.298
H -5.130 0.803 -0.224
H -3.254 -2.182 -1.998
H -2.657 -0.948 -3.112
H -5.502 -1.097 -1.947
H -5.034 -1.367 -3.618
H -4.906 0.247 -2.927
H -3.545 1.869 -2.368
H -1.789 2.074 -2.316
H -3.727 3.090 -0.139
H -3.063 4.093 -1.431
H -1.992 3.413 -0.216
C 1.850 -4.952 -0.477
C 0.648 -4.650 0.416
As -0.438 -3.126 -0.164
C -2.193 -3.612 0.587
C -2.809 -4.965 0.239
C -0.462 -3.259 -2.117
C -1.073 -4.521 -2.722
H 2.392 -5.808 -0.077
H 2.540 -4.110 -0.522
H 1.536 -5.203 -1.490
H 0.969 -4.438 1.437
H -0.021 -5.509 0.443
H -2.880 -2.808 0.322
H -2.022 -3.547 1.665
H -3.044 -5.044 -0.821
H -3.739 -5.086 0.796
H -2.158 -5.796 0.509
H 0.588 -3.171 -2.401
H -0.969 -2.368 -2.488
H -0.769 -5.423 -2.188
H -0.749 -4.620 -3.757
H -2.161 -4.476 -2.716
*
```

Listed below, in e, are the Löwdin charges computed for each atom: atom 1 (Pt): 0.46, atom 2 (Br): 0.82, atom 3 (C): -0.71, atom 4 (C): -0.08, atom 5 (C): -0.02, atom 6 (C): 0.03, atom 7 (C): -0.19, atom 8 (N): -0.03, atom 9 (C): -0.60, atom 10 (O): 0.08, atom 11 (O): -0.31, atom 12 (H): 0.11, atom 13 (H): 0.12, atom 14 (H): 0.13, atom 15 (C): -0.21, atom 16 (Ge): 0.79, atom 17 (C): -0.21, atom 18 (C): -0.23, atom 19 (C): -0.55, atom 20 (Se): 0.82, atom 21 (C): -0.36, atom 22 (H): 0.02, atom 23 (H): 0.02, atom 24 (H): 0.01, atom 25 (H): 0.02, atom 26 (H): 0.02, atom 27 (H): 0.02, atom 28 (H): 0.02, atom 29 (H): -0.01, atom 30 (H): 0.02, atom 31 (H): 0.01, atom 32 (H): 0.03, atom 33 (H): 0.04, atom 34 (H): 0.01, atom 35 (H): 0.01, atom 36 (C): -0.18, atom 37 (C): -0.39, atom 38 (Sb): 1.48, atom 39 (C): -0.42, atom 40 (C): -0.17, atom 41 (C): -0.38, atom 42 (C): -0.16, atom 43 (H): 0.08, atom 44 (H): 0.04, atom 45 (H): 0.06, atom 46 (H): 0.05, atom 47 (H): 0.06, atom 48 (H): 0.03, atom 49 (H): 0.05, atom 50 (H): 0.06, atom 51 (H): 0.08, atom 52 (H): 0.06, atom 53 (H): 0.04, atom 54 (H): 0.06, atom 55 (H): 0.06, atom 56 (H): 0.08, atom 57 (H): 0.05, atom 58 (C): -0.17, atom 59 (C): -0.39, atom 60 (As): 1.05, atom 61 (C): -0.41, atom 62 (C): -0.14, atom 63 (C): -0.39, atom 64 (C): -0.14, atom 65 (H): 0.08, atom 66 (H): 0.00, atom 67 (H): 0.06, atom 68 (H): 0.06, atom 69 (H): 0.06, atom 70 (H): 0.01, atom 71 (H): 0.06, atom 72 (H): 0.05, atom 73 (H): 0.08, atom 74 (H): 0.06, atom 75 (H): 0.07, atom 76 (H): 0.03, atom 77 (H): 0.07, atom 78 (H): 0.08, atom 79 (H): 0.06

C4H6N2OS | ωB97M-V/def2-TZVPD

**Largest force on an atom**: 6.8 eV Å⁻¹
**E_tot**: -738.8737 Ha
**SMILES string**: O=C1N[C@@H]2[C@@H](S)[C@@H]2N1
**HOMO level**: -9.34 eV
**Gap between HOMO and LUMO**: 0.3477 Eh

```
! RIJCOSX wB97M-V def2-TZVPD def2/J DEFGRID3
* xyz 0 1
O -1.781 -2.168 1.509
C -1.152 -1.362 0.765
N -0.500 -1.553 -0.457
C 0.163 -0.278 -0.808
C 0.960 0.569 0.085
S 1.719 1.870 -1.047
C -0.532 0.685 0.144
N -1.224 0.011 1.038
H 0.085 -2.330 -0.406
H 0.270 0.024 -1.837
H 1.472 0.113 1.054
H 2.956 0.844 -1.132
H -1.151 1.625 -0.185
H -1.453 0.268 2.000
*
```

Listed below, in e, are the natural (NBO) charges computed for each atom: atom 1 (O): -0.63, atom 2 (C): 0.76, atom 3 (N): -0.61, atom 4 (C): -0.10, atom 5 (C): -0.36, atom 6 (S): -0.04, atom 7 (C): -0.06, atom 8 (N): -0.64, atom 9 (H): 0.40, atom 10 (H): 0.24, atom 11 (H): 0.25, atom 12 (H): 0.16, atom 13 (H): 0.21, atom 14 (H): 0.43